--- P ---
{"formula": "CH12O6", "method": "ωB97M-V with the def2-TZVPD basis set", "total_charge": 0, "orbital_gap_ev": 10.737, "e_homo_ev": -10.74, "smiles": "C=O.O.O.O.O.O", "species": ["O", "H", "H", "H", "H", "O", "O", "H", "O", "H", "H", "H", "H", "H", "O", "C", "O", "H", "H"], "xyz": [[-1.759, -1.010, -0.273], [-2.068, -0.699, 1.860], [-2.756, -2.335, 1.028], [1.012, -0.672, 1.138], [1.993, -1.811, 1.515], [1.869, 1.870, 1.638], [1.030, -1.593, -1.565], [0.236, -1.417, -2.017], [0.220, 1.004, -2.026], [-0.039, 1.899, -2.100], [-0.395, 1.696, -0.664], [1.464, 2.330, 0.876], [0.658, -2.039, -0.775], [1.088, 2.042, 2.181], [1.066, -1.594, 1.337], [-2.073, -1.439, 0.847], [-0.905, 2.278, 0.003], [0.552, 0.073, -1.755], [-1.473, 1.925, 0.719]], "nbo_charge": [-0.526, 0.105, 0.136, 0.490, 0.486, -0.942, -0.921, 0.465, -1.118, 0.549, 0.499, 0.479, 0.504, 0.462, -0.971, 0.283, -1.043, 0.575, 0.487]}



--- Q ---
{"formula": "CH12O6", "method": "ωB97M-V with the def2-TZVPD basis set", "total_charge": 0, "orbital_gap_ev": 10.256, "e_homo_ev": -10.06, "smiles": "C=O.O.O.O.O.O", "species": ["O", "H", "H", "C", "H", "H", "H", "O", "H", "H", "H", "O", "H", "O", "O", "H", "H", "H", "O"], "xyz": [[-1.676, -1.281, 1.342], [-0.657, 1.391, 0.450], [0.617, -0.975, -1.652], [2.391, 1.117, 0.950], [-2.169, -1.014, 0.506], [1.093, 0.330, -2.476], [1.168, -3.012, 0.143], [0.858, -2.121, -0.046], [0.217, -1.851, 0.726], [1.551, 0.589, 1.467], [3.128, 1.556, 1.599], [-2.015, 1.073, -1.560], [-1.844, 1.983, -1.846], [2.204, 1.564, -0.228], [-0.633, 1.571, 1.443], [-2.316, -1.865, 1.759], [-1.302, 0.574, -1.942], [-1.062, 0.773, 1.807], [0.446, -0.401, -2.443]], "nbo_charge": [-0.973, 0.486, 0.511, 0.261, 0.501, 0.489, 0.482, -0.991, 0.510, 0.146, 0.122, -0.976, 0.473, -0.536, -0.967, 0.484, 0.496, 0.480, -0.998]}



On energetic grounds, Q is preferred over the next structure by 2.173 eV.



--- P ---
{"formula": "C25H43BiCl3N5O4Si", "method": "ωB97M-V with the def2-TZVPD basis set", "total_charge": 0, "orbital_gap_ev": 8.717, "e_homo_ev": -8.43, "species": ["H", "Bi", "H", "H", "H", "O", "H", "Cl", "C", "H", "C", "H", "C", "C", "C", "H", "H", "C", "H", "H", "C", "H", "H", "H", "Cl", "H", "C", "H", "C", "N", "H", "C", "C", "H", "C", "C", "H", "H", "H", "C", "H", "C", "H", "H", "H", "H", "H", "H", "O", "H", "H", "C", "H", "H", "N", "C", "H", "O", "H", "H", "H", "C", "O", "C", "H", "H", "H", "N", "C", "C", "N", "N", "C", "Si", "H", "H", "H", "H", "C", "C", "C", "Cl"], "xyz": [[-0.200, 1.471, -8.282], [-2.452, -1.541, 2.902], [5.459, 2.043, -5.994], [-1.425, 0.757, -7.218], [1.537, -1.198, -3.931], [1.432, 0.812, -3.443], [2.781, 3.158, -2.273], [-4.996, -1.463, 2.434], [-4.104, -2.214, 8.270], [-4.142, -1.925, 9.324], [-1.793, 0.555, 7.496], [-1.634, -0.393, -5.541], [-1.676, 0.363, 6.089], [-3.533, 1.482, 2.437], [5.470, -0.088, -6.388], [2.003, 0.535, 3.234], [-0.640, 0.942, -1.213], [0.836, -1.551, 2.487], [1.551, 1.114, -6.748], [3.656, -0.169, 3.189], [3.694, 1.084, -5.214], [2.521, 2.922, -0.526], [-5.914, 1.213, 1.692], [5.200, -2.229, -6.612], [-1.735, -3.987, 2.902], [3.463, -2.121, 0.871], [-2.613, -0.278, 8.189], [-3.721, -3.235, 8.188], [-0.412, 0.627, -7.619], [-3.240, -1.294, 7.549], [-0.736, -1.880, -5.187], [2.083, 2.761, -1.522], [2.722, -0.029, 2.634], [-0.960, -0.659, -3.913], [3.021, -0.130, -5.046], [-3.081, -1.522, 6.158], [-1.276, 1.387, 7.974], [3.868, -2.518, 2.571], [1.151, 3.341, -1.586], [-3.035, 2.146, 0.159], [3.241, 2.009, -4.837], [0.629, 0.565, -6.555], [-5.114, -2.192, 7.851], [0.507, -2.594, 2.336], [3.043, -2.258, -5.327], [-2.110, 2.521, 0.607], [-2.813, 1.258, -0.453], [-2.821, -0.189, 9.262], [-2.327, 1.308, 2.728], [4.099, 0.214, -2.150], [2.477, -3.314, 1.769], [3.591, -1.328, -5.506], [-5.413, 0.871, 0.011], [2.943, 0.530, 1.713], [-0.954, 1.217, 5.331], [3.298, -0.045, -1.440], [3.118, -1.126, -1.520], [-3.678, -2.450, 5.605], [-5.798, 2.549, 0.496], [0.335, 0.495, 0.198], [-1.188, 1.295, 4.341], [-0.779, -0.797, -4.988], [0.028, -0.639, 2.789], [3.045, -2.381, 1.856], [-3.490, 2.914, -0.478], [0.020, -0.687, -1.069], [-4.329, 1.328, 3.185], [-2.255, -0.671, 5.473], [1.632, -0.212, -4.413], [4.930, 1.096, -5.875], [2.145, -1.335, 2.328], [-3.973, 1.815, 1.219], [4.795, -1.301, -6.208], [1.753, 0.945, -1.817], [-0.539, 2.015, 5.788], [6.416, -0.067, -6.934], [-0.420, -0.278, -8.245], [3.667, 0.169, -0.426], [0.489, -0.124, -5.414], [-5.358, 1.600, 0.833], [0.245, 0.373, -0.890], [-2.216, -1.388, 0.330]], "lowdin_charge": [0.069, 1.080, 0.101, 0.067, 0.144, -0.180, 0.030, -0.187, -0.018, 0.088, -0.013, 0.068, -0.366, -0.385, -0.096, 0.086, 0.021, -0.326, 0.107, 0.093, -0.043, 0.029, 0.060, 0.101, -0.203, 0.081, -0.043, 0.103, -0.101, -0.054, 0.094, -0.155, -0.023, 0.084, -0.189, -0.507, 0.109, 0.093, 0.034, -0.053, 0.120, -0.096, 0.102, 0.079, 0.119, 0.092, 0.049, 0.137, -0.155, 0.038, 0.095, -0.032, 0.098, 0.078, 0.173, -0.150, 0.034, -0.017, 0.088, 0.022, 0.065, -0.034, -0.199, -0.032, 0.093, -0.003, 0.124, 0.059, -0.300, -0.080, -0.172, -0.181, -0.085, 0.393, 0.109, 0.099, 0.086, 0.011, -0.236, -0.072, -0.197, -0.125]}



--- Q ---
{"formula": "C25H43BiCl3N5O4Si", "method": "ωB97M-V with the def2-TZVPD basis set", "total_charge": 0, "orbital_gap_ev": 8.864, "e_homo_ev": -8.66, "species": ["H", "H", "Cl", "H", "H", "H", "H", "H", "C", "H", "C", "H", "H", "H", "Bi", "C", "H", "H", "C", "H", "H", "C", "H", "H", "C", "C", "O", "N", "H", "H", "H", "N", "H", "H", "C", "C", "H", "C", "N", "H", "C", "H", "C", "H", "H", "H", "H", "H", "O", "C", "H", "C", "H", "Si", "O", "H", "O", "H", "H", "N", "H", "C", "C", "C", "C", "N", "C", "H", "C", "H", "Cl", "C", "H", "C", "C", "H", "H", "H", "C", "Cl", "H", "C"], "xyz": [[-3.771, -2.289, 2.381], [3.602, -1.224, 8.462], [1.529, 3.703, 2.454], [1.350, 1.100, 9.094], [2.236, 2.365, -0.222], [-0.959, -1.133, -5.281], [-1.153, -4.780, 1.696], [-2.800, -1.633, -0.946], [-0.783, -3.761, 1.551], [-0.655, 0.182, 0.299], [3.958, 1.522, 1.939], [0.780, 0.680, -0.537], [4.420, 1.933, 2.850], [-3.449, -2.948, 0.761], [0.448, 1.316, 2.637], [-4.858, -1.326, -5.512], [-3.483, -4.043, 2.194], [3.201, -0.977, 3.168], [-2.053, -1.221, -5.327], [-1.253, 2.734, -7.609], [4.926, 3.892, 1.938], [3.181, -0.881, 7.508], [3.227, 0.876, -0.450], [5.208, 3.898, 0.156], [0.164, -0.195, -0.315], [0.714, -1.771, -2.888], [3.365, 0.421, 1.926], [3.108, -1.626, 3.967], [3.730, 2.427, -1.199], [-1.638, -3.012, -1.049], [3.857, -2.308, 4.018], [2.498, 0.282, 7.507], [0.288, -2.171, -3.824], [-4.549, -2.757, -7.106], [-2.690, -2.061, -6.273], [-1.599, 3.144, -3.588], [-2.513, 3.686, -3.307], [3.346, -1.566, 6.347], [-1.774, -2.812, 2.062], [-0.644, 3.639, -6.217], [-4.081, -2.104, -6.373], [-2.180, 1.036, -6.311], [3.259, 1.962, -0.330], [-2.332, 3.822, -6.736], [-5.944, -1.323, -5.582], [0.753, -0.912, 0.269], [2.991, 0.554, 9.493], [-3.088, 1.045, -2.939], [-0.152, -1.233, 2.282], [2.380, 1.052, 8.738], [2.734, 2.073, 8.598], [1.889, 0.791, 6.326], [0.157, -3.623, 2.100], [-0.584, -0.898, -1.855], [-1.169, 0.397, -2.753], [-0.568, -3.596, 0.481], [1.282, 1.860, 6.382], [3.929, -2.477, 6.329], [-1.091, 2.855, -2.662], [2.017, 0.056, 5.149], [1.117, -2.610, -2.296], [-1.868, 1.925, -5.764], [-1.912, 1.943, -4.420], [-4.241, -0.498, -4.559], [-1.512, 3.095, -6.613], [4.053, 2.304, 0.849], [2.804, -1.010, 5.156], [3.598, 4.342, 0.847], [-1.348, -1.599, 2.427], [-4.837, 0.148, -3.904], [-1.165, 2.498, 0.979], [4.481, 3.698, 0.956], [-2.443, -2.400, -2.519], [-2.005, -2.101, -1.550], [-3.202, -3.045, 1.825], [1.534, -1.078, -3.138], [-2.055, -2.647, -6.945], [-2.123, -0.951, 2.854], [-2.282, 0.709, -3.603], [-1.510, 1.212, 4.166], [-0.969, 3.840, -4.148], [-2.833, -0.421, -4.473]], "lowdin_charge": [0.096, 0.135, -0.176, 0.099, 0.075, 0.113, 0.093, 0.036, -0.027, -0.075, -0.352, 0.006, 0.143, 0.072, 1.059, -0.080, 0.093, 0.058, -0.049, 0.067, 0.088, -0.058, 0.086, 0.089, -0.229, -0.159, -0.134, 0.146, 0.092, 0.011, 0.098, -0.057, 0.018, 0.099, -0.077, -0.035, 0.096, -0.025, -0.164, 0.070, -0.098, 0.099, -0.048, 0.086, 0.100, 0.038, 0.084, 0.145, -0.235, -0.019, 0.097, -0.477, 0.095, 0.420, -0.176, 0.073, 0.023, 0.103, 0.076, 0.147, 0.032, -0.099, -0.228, -0.028, -0.102, -0.201, -0.385, 0.046, -0.323, 0.117, -0.174, -0.088, 0.036, -0.141, -0.033, 0.038, 0.103, 0.081, -0.277, -0.116, 0.070, -0.201]}



On energetic grounds, P is preferred over the next structure by 0.947 eV.



--- P ---
{"formula": "CH2F2N2", "method": "ωB97M-V with the def2-TZVPD basis set", "total_charge": 0, "orbital_gap_ev": [10.107, 6.710], "e_homo_ev": [-11.86, -9.95], "species": ["H", "F", "H", "F", "N", "N", "C"], "xyz": [[-1.563, 0.648, 0.538], [1.731, -2.090, -0.357], [-1.354, -0.783, -0.380], [0.879, 1.879, -0.355], [0.489, 0.533, -0.288], [0.584, -0.201, 0.749], [-0.765, 0.014, 0.093]], "nbo_charge": [0.200, -0.195, 0.213, -0.200, 0.174, -0.051, -0.140]}



--- Q ---
{"formula": "CH2F2N2", "method": "ωB97M-V with the def2-TZVPD basis set", "total_charge": 0, "orbital_gap_ev": 10.514, "e_homo_ev": -10.32, "smiles": "N#CF.NF", "species": ["H", "N", "F", "N", "F", "H", "C"], "xyz": [[-0.289, 1.367, -0.823], [-0.873, 0.513, -0.366], [3.429, 0.917, 1.021], [2.135, 0.276, -0.879], [-0.904, 0.692, 1.000], [-0.149, -0.135, -0.439], [2.776, 0.575, 0.018]], "nbo_charge": [0.314, -0.368, -0.220, -0.453, -0.273, 0.329, 0.670]}



On energetic grounds, Q is preferred over the next structure by 4.498 eV.



--- P ---
{"formula": "C6H10N2O3S", "method": "ωB97M-V with the def2-TZVPD basis set", "total_charge": 0, "orbital_gap_ev": 8.820, "e_homo_ev": -8.13, "smiles": "CN(C)S(=O)(=O)n1cccc1O", "species": ["H", "O", "C", "C", "S", "H", "H", "H", "C", "H", "N", "O", "H", "C", "H", "N", "H", "O", "H", "H", "C", "C"], "xyz": [[1.369, -0.557, 2.085], [-2.045, -1.199, 1.429], [2.143, -0.939, 1.437], [-2.538, 1.375, -0.988], [0.476, -1.000, -0.520], [-1.299, -1.907, 1.529], [2.054, -2.033, 1.236], [-4.146, 0.360, 0.136], [2.219, 1.004, -0.339], [1.502, 1.694, 0.264], [-0.621, 0.261, -0.307], [0.030, -2.162, 0.135], [3.247, 1.339, 0.033], [-2.059, -0.340, 0.409], [-3.276, 1.886, -1.646], [1.992, -0.414, 0.053], [3.198, -0.573, 1.654], [0.612, -1.079, -1.925], [2.022, 1.047, -1.437], [-0.606, 1.683, -1.925], [-1.220, 1.126, -1.243], [-3.054, 0.429, -0.072]], "nbo_charge": [0.191, -0.694, -0.434, -0.270, 2.447, 0.539, 0.237, 0.246, -0.443, 0.197, -0.737, -0.945, 0.224, 0.514, 0.233, -0.632, 0.215, -0.949, 0.242, 0.217, -0.023, -0.374]}



--- Q ---
{"formula": "C6H10N2O3S", "method": "ωB97M-V with the def2-TZVPD basis set", "total_charge": 0, "orbital_gap_ev": 7.822, "e_homo_ev": -9.02, "species": ["H", "H", "N", "C", "O", "H", "S", "C", "O", "N", "C", "H", "O", "C", "C", "H", "H", "C", "H", "H", "H", "H"], "xyz": [[-0.596, 0.442, -1.746], [-0.022, 3.148, -1.716], [-0.038, -0.915, 1.886], [0.892, -1.812, 1.831], [-3.000, 0.453, 0.870], [1.535, 1.026, -2.553], [-0.724, -2.272, -0.193], [-0.947, -0.876, 0.886], [0.861, 1.813, -2.748], [-0.551, 0.632, -0.759], [-2.457, -0.502, 1.266], [-1.540, 0.729, -0.458], [-2.671, -1.483, 1.967], [0.846, 2.597, -1.502], [0.873, -2.687, 0.693], [1.613, -2.598, -0.129], [1.657, -2.014, 2.652], [0.451, 1.673, -0.393], [-0.040, 2.174, 0.441], [1.350, 1.142, -0.059], [0.727, -3.696, 1.053], [1.780, 3.026, -1.288]], "nbo_charge": [0.393, 0.195, -0.474, 0.212, -0.642, 0.449, 0.298, 0.147, -0.718, -0.804, 0.754, 0.422, -0.609, -0.087, -0.625, 0.276, 0.223, -0.245, 0.224, 0.165, 0.266, 0.182]}



On energetic grounds, P is preferred over the next structure by 0.075 eV.